No. 1
The following is a DFT calculation (ωB97M-V/def2-TZVPD) of a 2-piece molecular cluster, C4H8O2 overall in a non-equilibrium geometry.

XYZ file:
```
14
Properties=species:S:1:pos:R:3:forces:R:3:lowdin_charge:R:1
C -2.222 -0.102 0.297 -0.58 0.64 -0.16 -0.03
C -0.284 -0.825 0.084 0.80 -0.82 0.48 -0.46
O -0.919 0.316 -0.250 -0.98 -0.77 0.63 -0.10
C 1.600 1.124 -0.671 0.55 0.06 -0.03 -0.09
C 2.173 0.161 0.040 0.35 0.35 -0.25 -0.10
O 0.187 -1.044 1.160 -0.19 -0.36 -0.25 0.07
H -2.302 -1.143 0.676 0.40 0.57 -0.42 0.11
H -2.911 0.007 -0.528 -0.54 0.28 0.14 0.09
H -2.373 0.551 1.147 -0.53 0.10 0.00 0.10
H -0.396 -1.560 -0.731 0.50 -0.22 0.05 0.16
H 1.394 1.011 -1.732 0.04 0.01 0.13 0.06
H 1.286 2.057 -0.213 0.08 -0.12 -0.07 0.06
H 2.335 0.254 1.111 0.00 0.05 -0.22 0.07
H 2.431 -0.806 -0.388 0.10 0.24 -0.03 0.07
```
Positions in Å, forces in eV/Å.

F_max = 1.4 eV/Å
total energy = -8370.05256 eV
gap between HOMO and LUMO = 0.38619 Ha
energy relative to the best compared isomer or geometry (same formula, charge and spin) = 74.5 kcal/mol
HOMO energy = -9.57 eV
structure (SMILES) = COC=O.C=C
net charge = 0

=====

No. 2
The following is a DFT calculation (ωB97M-V/def2-TZVPD) of a 13-piece molecular cluster, H26O13 overall in a non-equilibrium geometry.

XYZ file:
```
39
Properties=species:S:1:pos:R:3:forces:R:3:lowdin_spin:R:1
O 0.865 -2.837 -1.122 0.14 -0.43 -0.89 0.01
H 0.846 -2.809 -0.165 -0.19 0.03 0.62 0.00
H 0.792 -1.921 -1.390 0.05 0.08 0.04 0.00
O 2.791 0.061 -0.810 1.20 -0.02 -0.34 0.01
H 1.905 -0.269 -0.662 -0.42 0.02 -0.03 0.00
H 2.695 1.013 -0.808 -0.14 0.07 -0.24 0.00
O 0.730 0.303 -3.783 0.52 0.02 -0.27 0.02
H 0.270 -0.064 -3.028 -0.20 0.10 0.20 0.01
H 0.413 -0.207 -4.528 -0.12 -0.11 -0.14 0.00
O 0.611 2.719 -1.238 0.00 0.52 -0.89 0.03
H -0.207 2.555 -0.769 -0.14 0.14 0.80 0.01
H 1.297 2.467 -0.620 -0.06 -0.13 0.46 0.01
O -3.150 -0.754 1.020 0.34 0.38 1.16 0.12
H -2.869 -1.060 0.158 0.20 0.05 -0.64 0.02
H -4.095 -0.630 0.934 -0.48 0.23 0.05 0.05
O 3.553 0.375 1.826 0.58 -0.02 1.04 0.01
H 2.682 0.505 1.452 -0.26 0.00 -0.19 0.01
H 4.134 0.891 1.268 0.04 -0.14 -0.26 0.00
O -1.590 1.186 -2.383 -0.47 -0.53 0.03 0.07
H -0.835 1.624 -1.989 0.63 0.12 -0.26 0.01
H -2.230 1.884 -2.517 -0.31 0.12 0.01 0.02
O 0.632 -3.003 1.703 -0.16 -0.47 -0.20 0.02
H 1.380 -3.522 1.997 0.21 -0.17 0.05 0.00
H 0.777 -2.136 2.084 0.15 0.61 0.27 0.01
O -0.004 -0.501 2.831 0.43 -0.15 -0.26 0.05
H -0.760 -1.069 2.687 -0.67 -0.15 -0.10 0.02
H -0.220 -0.011 3.625 -0.03 0.29 0.19 0.02
O -2.437 -1.906 -1.166 0.23 -0.12 -0.29 0.08
H -3.007 -2.617 -0.873 -0.17 -0.51 0.18 0.03
H -2.353 -2.039 -2.110 0.13 0.19 -0.41 0.02
O 1.282 1.953 1.459 0.65 0.16 -0.19 0.04
H 0.345 2.120 1.556 -1.02 -0.05 0.01 0.01
H 1.695 2.508 2.121 0.29 0.04 0.23 0.01
O 0.260 -0.105 -0.292 -0.32 -0.22 -0.18 0.03
H -0.635 -0.260 -0.593 -0.56 -0.17 -0.23 0.02
H 0.158 0.246 0.593 0.09 0.12 0.61 0.01
O -1.526 1.809 1.249 0.97 0.50 0.04 0.15
H -2.006 1.003 1.055 -0.67 -0.85 0.02 0.03
H -2.193 2.496 1.227 -0.45 0.45 0.00 0.06
```
Positions in Å, forces in eV/Å.

F_max = 1.3 eV/Å
multiplicity = 2
total energy = -27039.82679 eV
gap between HOMO and LUMO (spin up / spin down) = 0.09844 / 0.38013 Ha
energy relative to the best compared isomer or geometry (same formula, charge and spin) = 24.6 kcal/mol
<S²> = 0.75
HOMO energy (spin up / spin down) = 0.06 / -7.51 eV
net charge = -1

=====

No. 3
The following is a DFT calculation (ωB97M-V/def2-TZVPD) of C20H22N4O3 as an isolated structure in a non-equilibrium geometry.

XYZ file:
```
49
Properties=species:S:1:pos:R:3:forces:R:3:lowdin_charge:R:1
N 1.038 -1.838 1.763 -2.98 0.87 0.17 0.26
N 3.239 -1.630 1.266 -1.91 -0.23 0.25 0.16
N -0.701 1.477 3.761 0.56 0.24 -1.29 0.12
O 2.916 -0.756 2.319 -1.92 0.04 -0.81 0.07
O -1.274 -0.900 -3.100 -0.11 -0.74 -0.38 -0.14
O 0.485 1.370 1.550 0.32 -1.14 4.35 0.01
C 1.553 -0.886 2.417 3.84 -1.27 2.14 -0.36
C 2.034 -2.146 1.032 5.57 -4.52 -6.07 -0.36
C -1.005 0.987 5.006 2.12 -0.61 -1.25 -0.10
C 0.268 0.959 2.910 -2.49 -1.26 2.93 -0.13
C -0.255 -0.079 5.566 -0.35 1.64 -2.29 -0.05
C 2.373 -0.337 -2.867 0.46 -0.12 -0.19 -0.06
C 1.021 -0.134 -3.202 0.17 -1.35 1.09 -0.03
C 0.704 -0.660 4.745 0.18 -2.11 -0.43 0.00
C 2.725 -1.405 -2.024 -3.59 0.05 -0.10 -0.03
C 0.330 -1.978 -1.761 0.26 0.17 0.16 0.01
C 0.026 -0.993 -2.673 0.94 0.89 -1.84 -0.30
C 0.874 -0.266 3.433 -1.76 5.68 0.45 -0.11
C 1.671 -2.215 -1.443 0.17 1.38 0.13 -0.20
N -2.106 1.531 -1.660 1.17 -0.04 -1.22 -0.07
C -1.553 -0.416 -4.426 -2.33 0.51 0.47 -0.06
C 1.905 -3.106 -0.242 -1.91 0.45 1.30 -0.05
C -2.625 0.882 -0.504 -1.40 -2.29 -0.46 -0.23
C -1.374 2.736 -1.257 0.77 0.50 -2.13 -0.22
C -1.502 0.549 0.487 -0.70 -2.00 0.96 -0.13
C -0.223 2.545 -0.311 0.63 -1.03 -0.45 -0.14
C -0.672 1.728 0.844 -1.34 1.67 0.21 -0.41
H -1.825 1.431 5.598 0.47 -0.02 -0.78 0.11
H -0.526 -0.448 6.501 -0.12 -0.63 1.47 0.08
H 3.198 0.330 -3.282 -1.36 -0.89 0.62 0.13
H 0.703 0.660 -3.824 -0.01 0.72 -0.61 0.09
H 1.206 -1.654 4.948 -0.59 1.39 0.37 0.15
H 3.699 -1.478 -1.681 1.76 -0.46 0.54 0.08
H -0.540 -2.430 -1.267 0.69 -0.32 -0.19 0.14
H -1.494 0.820 -2.204 -1.28 1.86 1.45 0.10
H -1.951 0.580 -4.222 -0.38 0.11 -0.48 0.08
H -0.707 -0.236 -5.038 1.00 -0.56 -0.53 0.06
H -2.386 -1.007 -4.986 1.69 0.61 1.34 0.13
H 2.755 -3.721 -0.423 0.85 -0.45 0.37 0.09
H 0.973 -3.785 -0.085 1.69 1.16 -0.18 0.14
H -3.296 -0.011 -0.912 1.76 1.26 1.22 0.15
H -3.387 1.488 0.010 0.34 0.32 -0.18 0.11
H -0.919 3.150 -2.174 -0.35 0.03 0.14 0.12
H -2.024 3.526 -0.898 -0.62 -0.15 0.18 0.12
H -1.967 0.197 1.422 0.03 0.02 -0.08 0.12
H -0.817 -0.284 0.243 -0.39 0.27 -0.68 0.11
H 0.192 3.478 0.049 0.11 0.28 -0.08 0.13
H 0.562 1.975 -0.827 0.07 0.18 -0.02 0.12
H -1.320 2.402 1.422 0.27 -0.12 0.44 0.15
```
Positions in Å, forces in eV/Å.

F_max = 9.4 eV/Å
total energy = -33195.23552 eV
gap between HOMO and LUMO = 0.33586 Ha
energy relative to the best compared isomer or geometry (same formula, charge and spin) = 174.6 kcal/mol
HOMO energy = -8.58 eV
net charge = 0

=====

No. 4
The following is a DFT calculation (ωB97M-V/def2-TZVPD) of one molecule with the formula C3H4N2O.

XYZ file:
```
10
Properties=species:S:1:pos:R:3:forces:R:3:lowdin_charge:R:1
N -0.940 -1.471 0.567 -0.04 -0.01 0.00 0.15
C -0.255 -0.328 0.256 0.09 0.04 -0.08 -0.41
C 0.342 0.136 -0.883 -0.03 -0.09 0.10 -0.03
C 0.968 1.326 -0.436 0.02 0.12 0.14 -0.17
N 0.762 1.573 0.829 0.15 0.06 -0.40 0.05
O -0.031 0.511 1.272 -0.14 -0.27 0.03 -0.01
H -1.471 -1.456 1.425 0.05 0.05 -0.14 0.11
H -1.367 -1.972 -0.196 0.04 0.13 0.09 0.10
H 0.353 -0.309 -1.866 0.00 0.06 0.16 0.10
H 1.582 2.016 -1.003 -0.13 -0.08 0.09 0.11
```
Positions in Å, forces in eV/Å.

F_max = 0.4 eV/Å
total energy = -8202.15332 eV
gap between HOMO and LUMO = 0.34798 Ha
energy relative to the best compared isomer or geometry (same formula, charge and spin) = 39.9 kcal/mol
HOMO energy = -8.61 eV
structure (SMILES) = Nc1ccno1
net charge = 0

=====

No. 5
The following is a DFT calculation (ωB97M-V/def2-TZVPD) of C12H11NO4V as an isolated structure in a non-equilibrium geometry.

XYZ file:
```
29
Properties=species:S:1:pos:R:3:forces:R:3:lowdin_spin:R:1
V 0.051 0.149 -2.500 -0.05 0.07 -3.75 1.56
O 0.149 2.808 -0.990 -0.18 -4.00 -2.18 0.04
C 0.109 1.780 -1.539 0.30 5.94 3.67 0.02
C -0.063 -1.541 -1.700 -0.47 -6.28 3.81 0.03
O -0.151 -2.562 -1.121 0.38 4.22 -2.54 0.06
C 1.838 0.000 -1.831 5.78 -0.51 1.81 0.07
O 2.866 -0.126 -1.291 -3.83 0.46 -1.77 0.08
C -1.753 0.170 -1.856 -5.93 0.04 1.57 0.07
O -2.806 0.137 -1.349 3.99 0.11 -1.64 0.07
C 0.039 0.679 -6.058 0.00 0.09 0.53 0.00
H -0.875 1.302 -6.063 0.59 -0.43 -0.10 0.00
H 1.007 1.214 -6.043 -0.62 -0.38 -0.12 0.00
C -0.025 -0.665 -6.118 -0.01 -0.11 0.42 0.00
H 0.887 -1.290 -6.154 -0.59 0.46 -0.05 0.00
H -0.993 -1.198 -6.174 0.64 0.39 -0.03 0.00
N -0.076 -0.248 1.355 0.28 0.23 1.58 0.25
C -0.003 0.071 2.698 -0.21 -0.59 -1.50 0.18
C 1.226 -0.040 3.388 0.59 -0.50 1.46 0.12
C 1.215 -0.123 4.784 0.46 0.08 -1.39 0.03
C 0.006 0.019 5.488 0.00 0.10 0.51 0.26
C -1.200 0.243 4.798 -0.43 0.21 -1.35 0.02
C -1.200 0.333 3.405 -0.71 -0.35 1.50 0.12
H 0.706 -0.745 0.951 0.19 0.12 0.13 0.01
H -0.968 -0.546 0.990 -0.26 0.20 0.09 0.01
H 2.139 -0.209 2.822 -0.08 0.09 0.18 0.00
H 2.136 -0.342 5.324 -0.22 0.20 -0.19 0.00
H 0.006 -0.024 6.589 -0.01 -0.06 -0.67 0.01
H -2.141 0.302 5.346 0.29 0.14 -0.17 0.00
H -2.126 0.450 2.847 0.11 0.06 0.19 0.00
```
Positions in Å, forces in eV/Å.

F_max = 7.4 eV/Å
multiplicity = 4
total energy = -47969.41259 eV
gap between HOMO and LUMO (spin up / spin down) = 0.27126 / 0.23139 Ha
<S²> = 3.80
HOMO energy (spin up / spin down) = -16.22 / -16.28 eV
net charge = +2